2 unconnected molecules or ions with the total composition C10H10N2. Source: the Open Molecules 2025 dataset; level of theory: ωB97M-V/def2-TZVPD.

As for the SMILES: c1ccncc1.c1ccncc1. The spin multiplicity is 1. The energy above the lowest of the compared OMol25 structures with the same formula, charge and spin is 357.2 kJ/mol.

Geometry as XYZ:
```
22
Properties=species:S:1:pos:R:3:forces:R:3
C 3.182838 1.109579 -0.230107 0.29 -1.65 0.39
C 2.776435 0.171904 -1.235346 1.52 1.68 0.43
C 2.254340 -1.079218 -0.889529 1.24 -0.86 -1.97
N 1.971246 -1.457503 0.343283 0.92 2.05 1.16
C 2.376095 -0.534124 1.329709 -0.18 -1.80 -0.89
C 3.085938 0.651926 1.144734 -0.25 0.97 -0.65
H 3.738327 2.032093 -0.531339 -0.71 -0.89 0.45
H 3.136975 0.359346 -2.281280 -0.84 -0.14 1.04
H 2.352471 -1.853539 -1.766714 -1.06 1.17 1.94
H 2.217942 -0.966014 2.314460 -0.01 0.43 0.04
H 3.532483 1.206170 2.064900 -1.00 -0.95 -1.97
C -1.584846 0.366107 -0.258992 -5.42 -1.48 0.32
C -1.934224 -1.005667 -0.081301 2.03 3.30 -0.63
C -3.266710 -1.305215 0.103850 0.86 -2.72 -0.79
N -4.258670 -0.478388 0.181760 -2.48 1.74 1.65
C -4.035841 0.882223 0.227421 0.45 -1.72 -1.48
C -2.764876 1.214566 -0.232409 0.83 3.57 2.45
H -0.632220 0.723201 -0.437780 1.73 0.67 -0.39
H -1.133090 -1.719171 -0.193448 -0.22 -0.47 0.32
H -3.388476 -2.433886 0.068739 -0.92 1.41 0.27
H -4.843946 1.759653 0.474619 1.82 -2.90 -0.75
H -2.782193 2.355954 -0.115221 1.39 -1.40 -0.97
```
Positions in Å, forces in eV/Å.

Results of the Löwdin charge analysis, in e, for atoms 1 through 5: C -0.0629; C -0.1038; C -0.2188; N 0.0486; C -0.1426